[1]
{"formula": "C22H27N5O3", "method": "ωB97M-V with the def2-TZVPD basis set", "smiles": "Cc1cccc(C)c1OCc1cc(C(=O)N2CCN(Cc3nccn3C)CC2)no1", "species": ["H", "N", "H", "N", "H", "C", "N", "H", "H", "H", "H", "H", "O", "H", "H", "O", "C", "H", "H", "H", "C", "C", "H", "H", "N", "H", "C", "H", "C", "H", "C", "C", "H", "O", "H", "H", "C", "H", "C", "C", "H", "C", "C", "C", "C", "H", "C", "H", "C", "H", "H", "C", "C", "N", "C", "C", "C"], "xyz": [[2.1689, -1.2542, -0.5366], [-2.8103, 1.1695, -2.1083], [-0.4375, 2.9032, 1.4823], [0.4626, 1.2025, -2.2166], [-0.5618, 1.1048, 5.3495], [-2.4002, -0.2121, -0.0721], [-0.0733, 0.0218, -3.9981], [1.7844, -0.9960, -4.2513], [-1.6196, 2.6797, -2.8197], [1.3315, 1.7535, -0.1459], [-3.0177, 1.8573, -0.1459], [1.5067, 0.2118, 6.2537], [0.6317, -1.6937, 2.2900], [-1.3450, 1.5665, -0.6805], [-0.2892, -0.2440, -6.0520], [3.0505, 0.2883, 2.6985], [-1.8174, 1.6305, -3.0649], [-1.8055, -0.2112, -5.1327], [2.9535, -1.6842, 3.3601], [3.8892, -1.3446, 1.8727], [1.8126, -0.1485, 5.2740], [-0.6511, 2.0485, 3.4325], [-1.7940, -0.2228, 0.8303], [-3.4229, -0.4875, 0.2035], [-0.3844, -1.8212, 1.4162], [2.4598, 0.5170, -2.0509], [-0.0581, 1.2693, 4.4081], [2.1991, 3.0605, 0.6503], [-2.3669, 1.1838, -0.7178], [-3.4574, -2.1627, -2.0390], [1.5025, -1.4141, 0.2816], [2.9793, -1.1047, 2.4281], [2.8976, -0.1041, 5.2060], [-0.2953, -2.4292, -1.9719], [-2.1075, -1.5930, -3.0304], [-1.6237, 2.4850, 3.6059], [1.2203, -0.2857, -3.6839], [-3.8342, 0.0219, -3.4999], [-0.7076, -1.7795, -1.0227], [0.0103, 2.2796, 2.2422], [-2.2745, 1.6001, -4.0568], [0.1077, -1.6515, 0.2125], [1.5330, 0.4528, -2.5844], [1.8219, 0.8931, 2.9741], [-0.4917, 0.9327, -3.0786], [-0.7474, -1.6357, -5.0505], [1.1826, 0.6842, 4.1979], [1.4942, -1.1881, 5.1850], [1.9621, 1.9987, 0.7079], [-4.4518, -0.0270, -1.8509], [2.8903, 1.4372, 0.6502], [-3.5357, -0.0291, -2.4505], [-2.7571, -1.3320, -2.1938], [-1.9150, -1.1839, -1.0213], [1.7687, -1.4368, 1.6209], [-0.7704, -0.5459, -5.1178], [1.2537, 1.7123, 1.9952]], "nbo_charge": [0.25, -0.44, 0.21, -0.50, 0.21, -0.24, -0.34, 0.22, 0.23, 0.25, 0.19, 0.22, -0.26, 0.23, 0.21, -0.53, -0.25, 0.21, 0.19, 0.21, -0.64, -0.21, 0.26, 0.19, -0.11, 0.21, -0.21, 0.22, -0.24, 0.20, -0.30, -0.11, 0.22, -0.62, 0.23, 0.21, -0.08, 0.20, 0.66, -0.22, 0.20, 0.05, -0.10, 0.33, 0.33, 0.22, -0.06, 0.22, -0.65, 0.20, 0.22, -0.23, -0.24, -0.42, 0.28, -0.41, -0.06]}

---

[2]
{"formula": "C22H27N5O4S2", "method": "ωB97M-V with the def2-TZVPD basis set", "smiles": "O=S(=O)(NC1CCCC1)c1cccc(S(=O)(=O)N2CCC(n3nnc4ccccc43)CC2)c1", "species": ["C", "C", "C", "H", "C", "H", "H", "N", "H", "C", "H", "H", "H", "C", "H", "H", "S", "C", "H", "O", "H", "H", "H", "C", "C", "C", "C", "H", "S", "H", "H", "H", "N", "H", "O", "H", "C", "C", "H", "H", "C", "C", "C", "N", "N", "O", "H", "H", "O", "H", "H", "H", "C", "C", "C", "C", "N", "C", "H", "C"], "xyz": [[3.1201, 1.5525, -1.4795], [-1.7133, 2.2335, -0.4412], [-1.9239, -2.4902, -0.7199], [-3.8099, 1.9008, -0.8036], [-3.7980, -2.7227, -2.3009], [4.4595, 2.1223, 1.0185], [3.5698, 3.5062, -0.7008], [0.4405, 2.4477, -0.1355], [0.1768, -3.2774, 2.6858], [0.9207, -2.8599, 2.0254], [-4.5295, -1.7699, -0.5029], [1.6352, 0.9958, 1.4064], [2.4021, 2.3088, 2.2841], [1.7762, 2.8215, 0.2634], [2.1635, 3.4467, -1.7663], [1.6831, 3.8186, 0.7074], [-1.0880, -1.0906, 1.3580], [2.6889, 2.9214, -0.9670], [1.1210, -0.4706, -0.3658], [3.8168, -1.1053, -2.0218], [-2.9274, -4.3521, -0.2801], [2.5424, -4.1002, 2.6793], [-3.1278, -3.1105, 0.9776], [2.3346, 1.8275, 1.3081], [-3.0724, -3.2871, -0.0932], [2.7623, -1.6609, 0.3541], [0.5401, -1.8419, 1.1724], [-4.3599, -2.0095, -2.9011], [4.0197, -0.8221, -0.6336], [-2.1359, -1.3224, -2.5331], [-0.9587, -3.0062, -0.6010], [-1.5937, -0.4069, -0.6907], [-1.0486, 1.2753, -1.1420], [-2.7743, 5.1515, 1.7916], [5.2802, -1.1572, -0.0362], [2.2538, 1.0046, -1.8596], [-1.1009, 4.0810, 1.0432], [-4.2893, -2.7731, -0.8541], [-4.4560, 3.8090, 0.6503], [-5.1641, -3.4094, -0.7319], [-2.3093, -2.3459, -2.2033], [-3.0731, 2.5058, -0.3013], [3.1637, -2.6781, 1.2017], [3.7710, 0.7958, -0.4257], [-1.8510, -1.1875, -0.0840], [-1.8006, -1.8431, 2.3477], [4.0321, 0.5020, 1.5769], [-0.3643, 4.6736, 1.5640], [-0.8423, 0.3030, 1.6225], [4.2067, -2.9531, 1.2103], [-3.9057, -3.7066, -2.7594], [-1.6975, -3.0036, -2.8193], [-2.4464, 4.3357, 1.1647], [1.4442, -1.2502, 0.3086], [3.7242, 1.3141, 0.9160], [-3.4149, 3.5622, 0.5062], [0.2021, 1.4143, -0.9386], [-0.7416, 3.0128, 0.2295], [3.8307, 1.6698, -2.3041], [2.2361, -3.2996, 2.0238]], "nbo_charge": [-0.23, 0.06, -0.06, 0.23, -0.40, 0.20, 0.22, -0.18, 0.25, -0.16, 0.20, 0.24, 0.22, -0.04, 0.23, 0.22, 2.34, -0.41, 0.26, -0.93, 0.20, 0.23, 0.24, -0.43, -0.42, -0.25, -0.34, 0.21, 2.33, 0.22, 0.20, 0.44, -0.27, 0.22, -0.94, 0.23, -0.24, -0.40, 0.22, 0.21, -0.42, -0.18, -0.19, -0.70, -0.91, -0.94, 0.23, 0.22, -0.97, 0.25, 0.20, 0.22, -0.19, -0.23, -0.22, -0.22, -0.04, 0.18, 0.21, -0.21]}

---

[3]
{"formula": "C22H27N5O6Ti", "method": "ωB97M-V with the def2-TZVPD basis set", "charge": 2, "species": ["H", "C", "C", "H", "O", "O", "C", "H", "C", "C", "C", "H", "O", "H", "H", "C", "H", "H", "H", "O", "H", "H", "C", "H", "N", "H", "H", "O", "C", "C", "C", "H", "H", "O", "C", "H", "C", "H", "H", "Ti", "H", "N", "C", "N", "C", "H", "H", "H", "N", "H", "C", "H", "C", "C", "N", "C", "C", "C", "C", "H", "H"], "xyz": [[1.3823, -4.5925, -0.9617], [-0.9693, -0.1814, -2.9520], [-3.0977, -0.9986, -3.6520], [0.8436, 1.9979, 1.6774], [2.7083, -1.6710, 2.7366], [-0.0019, -3.2339, -3.1569], [-3.3618, -1.3464, -2.3214], [2.0935, 3.4302, 3.2856], [0.5102, -3.9469, -0.9104], [3.3913, 2.0895, -1.2979], [-2.4079, -1.0812, -1.3896], [-1.6735, -0.1142, -4.9833], [-0.7131, -0.8416, 0.9906], [-0.6380, -4.0608, 1.8511], [-1.3028, 0.5498, 1.5593], [3.3656, 2.0926, -2.6973], [4.1632, 2.5593, -3.2626], [-0.3717, -4.5744, -0.9509], [-2.7553, 2.6133, 3.9343], [1.9185, -0.8957, 0.7606], [-1.7361, 2.9293, -1.3053], [-2.7184, 1.3477, 1.9818], [-0.8699, -1.9214, 1.9291], [0.9128, 4.4343, 5.2100], [0.5360, -3.0961, 0.3253], [-0.4181, 3.2649, -0.5983], [2.4088, 1.3726, 0.4318], [-1.0875, 2.5740, -0.6833], [-1.9054, -0.4022, -3.9620], [0.3689, 3.8153, 4.5069], [2.3950, 1.4465, -0.6409], [-1.6849, 1.9224, 0.7967], [-2.5755, -1.3027, -0.3496], [1.1696, -1.8626, -1.7843], [-0.9851, 3.5808, 4.6976], [-0.1328, -1.8238, 2.7219], [0.5249, -3.0213, -2.1172], [-3.8286, -1.1917, -4.4294], [-1.5396, -3.3622, 0.5026], [0.5184, -0.9222, -0.3799], [-4.2907, -1.8220, -2.0321], [1.3421, 0.8308, -1.2691], [0.3413, 2.4645, 2.5191], [-1.2030, -0.5135, -1.6762], [-1.0114, 2.2548, 2.7208], [-1.8551, -1.8981, 2.3849], [-1.5013, 4.0099, 5.5492], [1.6409, -3.9126, 1.9844], [-1.7478, 1.4602, 1.7147], [4.1899, 2.5595, -0.7432], [1.7752, -3.2247, 1.1572], [0.3368, 0.4950, -4.3175], [-1.6910, 2.7941, 3.7949], [1.0340, 3.2531, 3.4224], [0.2240, 0.4179, -3.3230], [1.3032, 0.9010, -2.6104], [2.3155, 1.5086, -3.3492], [2.2034, -1.8643, 1.6851], [-0.6952, -3.2151, 1.1695], [2.2608, 1.5094, -4.4314], [2.5926, -3.5845, 0.5370]], "nbo_charge": [0.26, 0.44, -0.09, 0.20, -0.49, -0.50, -0.25, 0.24, -0.34, -0.25, 0.04, 0.24, -0.83, 0.24, 0.46, -0.08, 0.25, 0.25, 0.23, -0.76, 0.51, 0.43, -0.09, 0.25, -0.44, 0.50, 0.23, -0.96, -0.25, -0.18, 0.07, 0.46, 0.22, -0.74, -0.17, 0.21, 0.78, 0.25, 0.22, 1.88, 0.25, -0.58, -0.20, -0.58, 0.07, 0.21, 0.25, 0.25, -0.72, 0.26, -0.34, 0.43, -0.22, -0.19, -0.55, 0.45, -0.27, 0.79, -0.24, 0.24, 0.26]}

---

[4]
{"formula": "C22H27NO6", "method": "ωB97M-V with the def2-TZVPD basis set", "species": ["C", "H", "C", "H", "C", "C", "N", "H", "C", "C", "C", "O", "C", "H", "C", "H", "C", "C", "H", "C", "C", "H", "C", "H", "H", "H", "H", "H", "C", "C", "O", "H", "H", "O", "H", "C", "H", "H", "C", "H", "H", "H", "O", "H", "C", "H", "C", "H", "H", "H", "H", "H", "O", "C", "O", "C"], "xyz": [[1.0699, 1.9745, 0.5351], [-1.6985, 0.8958, 4.8498], [-1.2360, -0.5736, 2.1533], [-2.4086, 0.8702, 0.3205], [0.7921, -2.8586, 2.1404], [0.8307, -1.9506, 3.1639], [1.3676, -1.2779, -1.8215], [2.8890, 3.1479, -3.7313], [2.0955, 3.7635, -1.7664], [-2.5982, 0.8203, 1.3366], [-1.5695, 0.5154, -2.6606], [2.9395, 0.9059, -2.4639], [1.6450, 3.3644, -3.0798], [-2.4900, 0.2150, -2.3279], [-0.3563, -3.7423, 0.1533], [-0.0615, 1.6985, 5.5875], [1.6736, 0.9696, -2.7324], [-0.5131, 1.3246, 4.7257], [-3.5782, -0.0506, 1.3251], [-1.2012, -1.5975, 1.3913], [0.7884, -3.4418, -0.6174], [1.1675, 3.9626, -3.6850], [-1.8192, -2.3850, -1.2934], [-3.1147, 1.7356, 1.6203], [-1.4517, 1.5152, -2.4617], [1.9816, 1.5481, 0.1990], [1.8651, 3.9507, 0.7455], [-0.4443, -4.6347, 0.5172], [0.9054, -0.3133, -2.5241], [-0.4291, -2.5992, 1.2567], [0.9485, 2.0280, -3.1367], [-0.5691, 1.8113, 3.7696], [1.5629, -3.6415, -0.2333], [-2.7993, -1.9716, -1.8387], [1.1266, 1.6411, 1.5385], [0.1883, -0.7583, 3.2323], [0.2172, 1.5409, 0.1384], [1.2656, -3.7189, 2.2263], [-1.6537, -3.6576, -0.7792], [1.7956, -2.0729, 4.0239], [-0.0176, 3.8664, 0.8213], [-2.5739, -3.6253, 0.0949], [0.8680, 3.7987, -1.0224], [-1.4451, 0.6649, -3.7552], [-0.7933, -1.5193, -1.6438], [2.9076, 3.1029, -1.4584], [0.5511, -2.3005, -1.4980], [2.5832, 4.6999, -1.9860], [-1.9212, -1.2840, 0.7652], [-1.7060, -4.3513, -1.3783], [2.6251, -1.4001, -1.7008], [0.8399, -4.2979, -1.4667], [-1.8122, 0.4772, 2.2401], [-0.5521, -0.3480, -2.4954], [0.3446, 0.1040, 4.2849], [0.9785, 3.4592, 0.4015]], "nbo_charge": [-0.64, 0.18, 0.41, 0.19, -0.26, -0.20, -0.45, 0.16, -0.16, -0.23, -0.68, -0.68, 0.01, 0.25, -0.18, 0.21, 0.77, -0.22, 0.12, -0.44, -0.39, 0.18, 0.50, 0.20, 0.24, 0.22, 0.17, 0.21, 0.01, 0.03, -0.51, 0.20, 0.20, -0.59, 0.22, 0.25, 0.21, 0.20, -0.42, 0.19, 0.19, 0.22, -0.56, 0.25, -0.18, 0.22, 0.19, 0.19, 0.23, 0.21, 0.43, 0.19, -0.46, 0.03, -0.57, -0.06]}

---

Energy relative to the best compared isomer or geometry (same formula, charge and spin), respectively: 80.4 55.8 0.0 497.0 kcal/mol.
HOMO, respectively: -8.248 -9.190 -14.429 -7.166 eV.
Total energy, respectively: -36843.870 -60562.294 -66094.370 -37008.306 eV.